# 1
C4H11NO | ωB97M-V/def2-TZVPD

Geometry (Å):
C 0.907885 0.842358 -1.170976
N -0.219676 0.326718 -1.638179
O -0.046138 -1.044160 -1.894605
H 0.902050 1.925811 -1.167512
H 1.847644 0.420363 -1.519640
H -0.907245 -1.328961 -2.227387
C -1.807736 0.411660 -0.024353
C -1.275257 0.024839 1.158166
H -2.416637 -0.270261 -0.601107
H -1.959818 1.456310 -0.245272
H -1.335694 -1.001650 1.485308
H -0.950595 0.753091 1.883803
C 1.401305 -0.509425 1.292111
H 1.162282 0.300890 0.294653
H 2.472896 -0.336794 1.274512
H 1.166800 -1.434269 0.780896
H 1.057932 -0.536518 2.319581

Atomic forces in eV per Å
C -1.52 -0.18 -3.53
N 2.33 0.17 0.51
O 0.15 0.58 -0.05
H -0.24 0.06 0.63
H 0.06 -0.51 0.64
H 0.07 0.13 0.07
C -0.81 -0.28 2.37
C -1.48 0.52 -0.94
H 0.31 -0.14 -0.25
H 0.22 0.10 -0.14
H 0.17 -0.12 -0.04
H 0.27 0.03 -0.06
C 0.78 1.15 -2.78
H -0.32 -1.43 3.46
H 0.36 -0.39 0.23
H 0.14 -0.39 0.15
H -0.49 0.72 -0.26

Summary:
max |F|	3.85	eV Å⁻¹
net charge	0
SMILES	C=NO.C=C.C
HOMO	-8.58	eV
E	-288.79225	hartree
energy relative to the best compared isomer or geometry (same formula, charge and spin)	141.0	kcal/mol
LUMO level	0.49	eV

Atom charges from the natural (NBO) analysis, given in e for atoms 1 to 5: -0.273 -0.067 -0.570 0.214 0.209

=====

# 2
C4H11NO | ωB97M-V/def2-TZVPD

Geometry (Å):
C -0.219940 -1.516548 -1.656346
C 0.057211 -0.214125 -0.921313
O -1.041890 0.680912 -1.057103
C 0.452858 -0.481015 0.563780
C 0.045729 0.629035 1.524594
N 0.636278 1.908278 1.148138
H -0.959733 -2.129798 -1.140245
H -0.571798 -1.301113 -2.660289
H 0.695913 -2.113102 -1.733883
H 0.920359 0.268481 -1.383596
H -1.735684 0.393016 -0.453445
H 1.544079 -0.554986 0.576118
H 0.039616 -1.441793 0.883264
H 0.441279 0.383241 2.519254
H -1.046441 0.621689 1.625874
H 0.253042 2.278729 0.286266
H 0.489122 2.589099 1.878931

Atomic forces in eV per Å
C 0.38 -0.05 -0.03
C 0.23 -0.47 0.59
O 0.01 0.08 0.08
C 0.13 0.29 -0.57
C 0.30 -0.22 0.15
N 0.03 -0.05 0.01
H -0.12 0.08 0.05
H -0.06 -0.02 -0.14
H -0.09 0.06 0.03
H -0.28 0.25 -0.17
H -0.03 0.00 -0.10
H -0.06 -0.17 0.12
H -0.05 0.07 0.11
H -0.13 -0.04 -0.17
H -0.12 0.24 -0.01
H -0.14 -0.16 0.07
H 0.01 0.10 -0.02

Summary:
max |F|	0.78	eV Å⁻¹
net charge	0
SMILES	C[C@@H](O)CCN
HOMO	-9.23	eV
E	-288.98936	hartree
energy relative to the best compared isomer or geometry (same formula, charge and spin)	17.4	kcal/mol
LUMO level	0.96	eV

Atom charges from the natural (NBO) analysis, given in e for atoms 1 to 5: -0.627 0.093 -0.723 -0.433 -0.210

=====

# 3
C4H11NO | ωB97M-V/def2-TZVPD

Geometry (Å):
C 1.461182 -1.252061 -0.973841
C 2.131762 -0.180636 -0.796781
N 2.273425 0.649123 0.408991
H 1.421633 -1.817293 -1.987150
H 0.997389 -1.828998 -0.102961
H 2.888986 0.354074 -1.480049
H 1.816757 1.649491 0.026899
H 1.944024 0.470303 1.337275
C -2.089160 -0.617744 0.547716
C -1.666817 0.841611 0.388820
O -0.262471 1.198274 0.617441
H -3.181913 -0.723927 0.459714
H -1.985166 -1.129373 1.510924
H -1.762378 -1.248397 -0.305583
H -1.895706 1.326730 -0.589555
H -2.272097 1.374729 1.158976
H 0.180557 0.934090 -0.220843

Atomic forces in eV per Å
C -2.12 -5.08 -1.06
C 3.55 4.66 1.71
N -0.41 3.33 -3.36
H 0.31 1.16 1.90
H 0.35 1.21 -1.31
H -1.85 -1.28 0.13
H 2.10 -3.24 2.03
H -0.85 -0.73 -0.13
C -0.69 -0.87 -1.39
C -0.15 1.33 0.94
O -1.45 -1.01 -0.90
H 0.01 0.71 -0.26
H 1.00 0.47 -0.09
H 0.36 0.15 0.74
H -0.41 -0.90 0.53
H 0.70 0.08 -0.52
H -0.45 0.03 1.04

Summary:
max |F|	6.10	eV Å⁻¹
net charge	0
SMILES	C=CN.CCO
HOMO	-8.87	eV
E	-288.89457	hartree
energy relative to the best compared isomer or geometry (same formula, charge and spin)	76.8	kcal/mol
LUMO level	0.94	eV

Atom charges from the natural (NBO) analysis, given in e for atoms 1 to 5: -0.498 -0.046 -0.852 0.219 0.215

=====

# 4
C4H11NO | ωB97M-V/def2-TZVPD

Geometry (Å):
N 0.499040 -1.941354 2.483097
C -0.171198 -2.687734 3.540240
O 0.494361 -2.868211 4.543920
H 1.529241 -1.965163 2.427934
H 0.178735 -1.648839 1.586554
H -1.205304 -2.767924 3.492882
C 0.352019 0.087520 -1.586747
C -0.000168 1.361430 -2.254943
C -0.673798 2.353351 -1.215381
H 1.268091 -0.442693 -2.014114
H -0.355059 -0.714654 -1.847302
H 0.294350 -0.007237 -0.505288
H -0.637428 1.296881 -3.182789
H 0.776354 2.028147 -2.447105
H -0.499396 3.351419 -1.514976
H -1.760885 2.344092 -1.240248
H -0.088954 2.220969 -0.265733

Atomic forces in eV per Å
N 0.22 -1.26 0.91
C 5.16 3.28 -0.31
O -1.13 -0.96 -0.69
H -0.97 -0.22 0.91
H -1.19 -0.29 -0.30
H -2.09 -0.54 -0.53
C 0.60 -3.49 -1.40
C -2.57 1.93 0.88
C 0.35 -1.12 -0.25
H -0.59 1.12 0.89
H -0.43 0.35 -0.19
H 0.60 0.82 0.17
H 0.74 -0.27 0.97
H 2.20 0.09 -1.08
H 0.56 1.24 -0.50
H -0.12 -0.73 0.98
H -1.34 0.08 -0.47

Summary:
max |F|	6.12	eV Å⁻¹
net charge	0
SMILES	NC=O.CCC
HOMO	-10.22	eV
E	-288.94750	hartree
energy relative to the best compared isomer or geometry (same formula, charge and spin)	43.6	kcal/mol
LUMO level	0.75	eV

Atom charges from the natural (NBO) analysis, given in e for atoms 1 to 5: -0.869 0.526 -0.566 0.394 0.382